# 1
A molecular structure, C26H40BrNOP2Pt, computed with ωB97M-V/def2-TZVPD.

Last column: Löwdin spin population.
Cartesian coordinates (Å):
N -7.0959 5.3352 -6.3820  0.263
C -6.9039 5.8405 -5.1522  0.181
C -5.9550 5.3070 -4.2603  0.261
C -5.2135 4.1653 -4.6527  0.016
C -5.5070 3.5921 -5.9141  0.256
C -6.4315 4.2392 -6.7511  0.161
C -4.1403 3.5893 -3.8285  0.223
Pt 0.7389 0.0168 -0.3295  0.438
P 5.3367 -0.7596 -1.1575  0.605
C -3.3055 2.5957 -4.2494  0.030
C -2.3035 2.0034 -3.4109  0.139
C -1.0959 1.4514 -3.9132  0.082
C -0.0668 1.0626 -3.0493  0.038
C -0.3298 1.0667 -1.6770  0.192
C -1.4926 1.6342 -1.1559  0.036
C -2.5013 2.0175 -2.0166  0.061
Br 1.7896 -1.3421 1.5363  0.129
H -3.9958 4.0700 -2.8541  0.007
H -3.3574 2.2667 -5.2876  -0.001
H -5.7851 5.7831 -3.2876  0.009
H -5.0184 2.6786 -6.2581  0.010
H -7.5103 6.7099 -4.8581  0.008
H -6.6161 3.8406 -7.7540  0.008
H -0.9476 1.3646 -4.9847  0.002
H -3.4528 2.3518 -1.6047  0.002
H 0.9203 0.7471 -3.3764  0.001
H -1.6422 1.7411 -0.0846  0.001
P -0.3798 -1.9546 -1.0186  0.170
C 4.6679 0.8882 -0.8142  0.087
C 5.7624 1.9218 -1.1376  0.020
H 4.3760 0.9018 0.2481  0.002
H 3.7613 0.9995 -1.4282  0.012
H 5.4886 2.9061 -0.7463  0.000
H 6.7162 1.6089 -0.6879  0.006
H 5.9281 1.9951 -2.2202  0.001
C 4.5552 -1.2168 -2.7342  0.078
C 5.4037 -2.2985 -3.4107  0.013
H 4.5016 -0.3013 -3.3452  0.000
H 3.5359 -1.5565 -2.4844  0.015
H 5.0898 -2.4265 -4.4517  0.000
H 6.4668 -2.0170 -3.3998  0.005
H 5.3104 -3.2588 -2.8852  0.000
C 4.6406 -1.9142 0.0384  0.104
C 5.4065 -1.9023 1.3615  0.008
H 4.6411 -2.9271 -0.4077  0.000
H 3.5812 -1.5896 0.1693  0.022
H 4.8668 -2.4912 2.1048  0.000
H 6.3956 -2.3346 1.1914  0.002
H 5.5423 -0.8858 1.7555  0.001
C -0.4834 -3.2686 0.2541  0.012
C -1.5035 -4.3802 0.0005  0.005
H -0.6708 -2.7689 1.2225  0.001
H 0.5415 -3.6793 0.3184  0.001
H -2.4953 -4.1030 0.3806  0.000
H -1.5842 -4.6443 -1.0634  0.000
H -1.1818 -5.2777 0.5434  0.002
C 0.6403 -2.6346 -2.3775  0.073
C 0.0228 -2.6475 -3.7721  0.009
H 0.8893 -3.6578 -2.0460  0.010
H 1.5834 -2.0548 -2.3675  0.014
H -0.8775 -3.2860 -3.8267  0.000
H -0.2341 -1.6313 -4.1175  0.001
H 0.7655 -3.0648 -4.4739  0.002
C -2.0695 -1.7369 -1.6854  0.015
C -3.1426 -1.4534 -0.6388  0.000
H -2.3175 -2.6456 -2.2611  0.005
H -2.0297 -0.9086 -2.4115  0.002
H -3.9038 -0.8129 -1.1004  0.000
H -3.6435 -2.3768 -0.3137  0.000
H -2.7638 -0.9285 0.2511  0.000
O -0.1113 1.4830 2.1803  0.032
C 0.1944 0.9628 1.1816  0.114

Computed properties:
LUMO level (spin up / spin down) in eV: -12.356 / -14.946
Net charge: +4
Spin multiplicity: 5

***

# 2
A molecular structure, C26H40N4O3RuS2Si4, computed with ωB97M-V/def2-TZVPD.

Last column: Löwdin spin population.
Cartesian coordinates (Å):
Ru -0.8531 0.3902 -0.3858  0.795
C -3.2378 -1.0527 -5.2166  0.007
C -2.0802 -1.7603 -4.9203  -0.001
C -1.1754 -1.2733 -3.9889  0.008
C -1.4174 -0.0655 -3.3374  0.008
C -2.5816 0.6379 -3.6363  0.008
C -3.4851 0.1492 -4.5665  0.000
N -0.5590 0.4320 -2.3369  0.116
C 0.7748 0.6941 -2.6325  0.003
C 1.3818 0.5426 -3.8841  0.017
C 2.7236 0.8552 -4.0617  -0.003
C 3.4984 1.3242 -3.0135  0.021
C 2.9183 1.4832 -1.7562  -0.003
C 1.5887 1.1694 -1.5806  0.017
N 0.9119 1.3485 -0.3244  -0.014
N 1.7334 1.0764 0.8172  0.009
C 1.0149 0.5639 1.7903  0.004
C 1.6526 0.2990 3.0500  0.003
C 0.9469 -0.2307 4.0802  0.005
C -0.4242 -0.5245 3.9269  0.004
C -0.9874 -0.2643 2.7085  0.002
N -0.3324 0.2709 1.6610  0.000
H -3.9465 -1.4413 -5.9375  0.001
H -1.8882 -2.7110 -5.4032  0.000
H -0.2909 -1.8415 -3.7293  0.000
H -2.7724 1.5608 -3.1012  -0.001
H -4.3911 0.7047 -4.7787  0.000
H 0.7946 0.1890 -4.7207  0.001
H 3.1677 0.7231 -5.0417  -0.001
H 4.5462 1.5518 -3.1635  0.002
H 3.4851 1.8260 -0.9009  -0.001
H 2.7068 0.5282 3.1269  0.000
H 1.4410 -0.4327 5.0242  0.000
H -1.0108 -0.9559 4.7244  0.000
H -2.0213 -0.5013 2.5171  0.000
O -3.0907 -3.5198 -0.7996  0.000
S -2.5468 -2.2547 -0.3979  0.001
O -3.0770 -1.9814 1.0996  0.000
O -3.0231 -1.0689 -1.1076  0.000
S -0.5729 -2.1761 -0.3291  0.009
C 1.7268 4.3190 2.0241  -0.002
Si -0.0881 3.9257 1.7495  -0.003
C -1.0137 5.5610 1.5416  0.000
C -0.8080 3.1708 3.3051  0.001
Si -0.3790 2.6802 -0.2359  -0.012
Si -4.4814 -1.0549 1.2958  0.000
C -4.8230 -1.2918 3.1165  0.000
C -4.1432 0.7518 0.9995  0.000
C -5.8742 -1.7127 0.2501  0.000
Si -0.2361 4.2174 -2.0112  -0.001
C -1.8300 5.2271 -1.9990  0.000
C -0.0300 3.5668 -3.7527  0.002
C 1.2241 5.3607 -1.6782  -0.001
H 1.8622 4.8477 2.9731  0.000
H 2.1182 4.9480 1.2204  0.000
H 2.3123 3.3979 2.0406  0.000
H -0.9891 6.1071 2.4905  0.000
H -2.0629 5.4026 1.2790  0.000
H -0.5665 6.1987 0.7774  0.000
H -0.6908 3.8927 4.1212  0.000
H -0.3222 2.2436 3.6036  0.000
H -1.8759 2.9682 3.1843  0.000
H -4.0107 -0.9101 3.7381  0.000
H -4.9595 -2.3515 3.3492  0.000
H -5.7415 -0.7647 3.3938  0.000
H -3.3010 1.1089 1.5990  0.000
H -5.0246 1.3411 1.2842  0.000
H -3.9263 0.9537 -0.0480  -0.001
H -5.5388 -2.5910 -0.3047  0.000
H -6.1999 -0.9712 -0.4814  0.000
H -6.7263 -2.0010 0.8703  0.000
H -2.7067 4.5795 -2.0860  0.000
H -1.8306 5.9079 -2.8562  0.000
H -1.9424 5.8235 -1.0924  0.000
H -0.7233 2.7602 -3.9948  0.000
H 0.9839 3.1971 -3.9145  0.000
H -0.2088 4.3976 -4.4442  0.000
H 1.1183 5.8997 -0.7353  0.000
H 1.3338 6.0955 -2.4820  0.000
H 2.1467 4.7752 -1.6267  0.000

Computed properties:
LUMO level (spin up / spin down) in eV: 2.656 / 2.423
Net charge: -1
Spin multiplicity: 2